(1)
14
Properties=species:S:1:pos:R:3 method="wB97M-V/def2-TZVPD" de_lowest_kcal_mol=149.5 charge=0 homo_lumo_gap_ha=0.2925 lumo_energy_ha=-0.0382 largest_force_ev_per_a=5.93 energy_ev=-12682.811
C 0.137 0.250 -0.384
C -0.008 1.193 0.706
C -0.581 -0.940 -0.145
H 2.240 -0.841 -2.577
H 0.420 2.878 1.383
H -0.269 0.119 2.691
H -2.289 -0.758 1.138
H 0.170 -2.574 -1.042
N 1.022 0.542 -1.318
N 0.776 2.204 0.829
N -0.957 0.681 1.754
N -1.257 -0.604 1.064
N -0.559 -2.237 -0.431
O 1.157 -0.742 -1.994


(2)
16
Properties=species:S:1:pos:R:3 method="wB97M-V/def2-TZVPD" de_lowest_kcal_mol=2.2 charge=-1 homo_lumo_gap_ha=0.3117 lumo_energy_ha=0.1235 largest_force_ev_per_a=1.69 energy_ev=-16224.365
C 0.271 0.348 2.422
C 0.368 -0.172 -2.666
C -0.935 0.260 -1.994
N 0.567 -0.416 4.337
N -0.309 0.270 3.618
N 1.452 -0.269 2.384
N 1.595 -0.734 3.612
N -0.664 0.926 -0.751
N -0.514 0.217 0.252
O -0.269 1.009 1.350
O -0.582 -0.987 0.368
H 0.869 -0.913 -2.049
H 0.165 -0.601 -3.644
H 1.022 0.689 -2.781
H -1.455 0.991 -2.619
H -1.580 -0.616 -1.840


(3)
10
Properties=species:S:1:pos:R:3 method="wB97M-V/def2-TZVPD" de_lowest_kcal_mol=78.7 charge=0 homo_lumo_gap_ha=0.3887 lumo_energy_ha=0.0200 largest_force_ev_per_a=1.07 energy_ev=-6726.161
C 1.968 -0.613 -0.352
O 1.056 -0.938 -1.064
C -1.250 0.985 0.023
C -1.200 -0.356 0.545
N -2.340 0.123 0.723
H 1.745 0.195 0.388
H 2.919 -1.152 -0.541
H -0.635 -1.256 0.720
H -1.386 1.180 -1.042
H -0.878 1.832 0.598


(4)
10
Properties=species:S:1:pos:R:3 method="wB97M-V/def2-TZVPD" de_lowest_kcal_mol=115.7 charge=0 homo_lumo_gap_ha=0.4010 lumo_energy_ha=0.0411 largest_force_ev_per_a=4.34 energy_ev=-6724.556
C 2.520 -0.172 -0.293
C -2.068 -0.685 -0.121
C 1.805 0.526 0.381
N -0.960 -0.257 0.339
O -0.896 1.112 0.263
H 3.034 -0.671 -1.053
H 0.089 1.207 0.146
H -2.661 -0.189 -0.808
H -2.070 -1.799 -0.023
H 1.208 0.928 1.169


(5)
10
Properties=species:S:1:pos:R:3 method="wB97M-V/def2-TZVPD" de_lowest_kcal_mol=85.0 charge=0 homo_lumo_gap_ha="0.3309 / 0.3309" lumo_energy_ha="0.0203 / 0.0203" largest_force_ev_per_a=0.93 energy_ev=-6725.886
C -0.091 0.296 1.259
C 0.495 -1.144 -0.478
N -0.101 -0.287 -1.349
C -0.658 0.776 -0.916
O -0.779 1.083 0.372
H -0.534 0.491 2.248
H 0.979 0.449 1.270
H 1.422 -0.941 0.024
H 0.480 -2.172 -0.874
H -1.213 1.448 -1.556


(6)
10
Properties=species:S:1:pos:R:3 method="wB97M-V/def2-TZVPD" de_lowest_kcal_mol=66.4 charge=0 homo_lumo_gap_ha=0.3820 lumo_energy_ha=0.0309 largest_force_ev_per_a=8.32 energy_ev=-6726.694
C 0.386 -0.906 0.393
C -0.812 -0.334 -0.229
C -0.002 0.944 -0.542
H -1.305 -1.170 -0.995
H -1.492 -0.459 0.744
H -0.561 1.924 -0.399
H 0.276 1.024 -1.460
H 1.803 0.575 1.095
N 0.950 0.284 0.308
O 0.757 -1.882 1.085


(7)
10
Properties=species:S:1:pos:R:3 method="wB97M-V/def2-TZVPD" de_lowest_kcal_mol=43.5 charge=0 homo_lumo_gap_ha=0.3605 lumo_energy_ha=0.0370 largest_force_ev_per_a=1.06 energy_ev=-6727.685
O -2.320 0.353 -0.018
C -1.424 0.438 0.726
C -0.481 0.495 1.646
C 0.973 -0.840 -1.131
N 0.446 0.314 -1.113
H 0.535 0.770 1.394
H -0.800 0.357 2.669
H 1.599 -1.234 -1.948
H 0.801 -1.484 -0.260
H 0.671 0.829 -1.964


(8)
10
Properties=species:S:1:pos:R:3 method="wB97M-V/def2-TZVPD" de_lowest_kcal_mol=184.1 charge=0 homo_lumo_gap_ha="0.3302 / 0.3130" lumo_energy_ha="0.0291 / 0.0272" largest_force_ev_per_a=4.46 energy_ev=-6721.587
C -1.604 -0.518 0.458
C -0.785 0.502 0.539
C 1.561 -0.070 -0.414
N 2.443 0.795 0.264
O 2.145 -0.720 0.561
H -2.652 -0.351 0.330
H -1.188 -1.515 0.320
H -0.773 1.492 0.688
H 1.301 -0.465 -1.377
H 3.424 0.651 -0.047


(9)
10
Properties=species:S:1:pos:R:3 method="wB97M-V/def2-TZVPD" de_lowest_kcal_mol=42.3 charge=0 homo_lumo_gap_ha=0.3886 lumo_energy_ha=0.0338 largest_force_ev_per_a=3.77 energy_ev=-6727.737
C -1.333 -0.400 0.869
C 0.286 0.279 -1.112
C 1.128 0.153 0.179
H -2.287 -0.244 0.267
H 0.332 -0.415 -1.894
H 0.092 1.285 -1.356
H 1.507 0.981 0.650
H 1.797 -0.670 0.254
N -0.189 -0.147 0.144
O -1.334 -0.822 1.998


(10)
10
Properties=species:S:1:pos:R:3 method="wB97M-V/def2-TZVPD" de_lowest_kcal_mol=204.5 charge=0 homo_lumo_gap_ha="0.2935 / 0.2916" lumo_energy_ha="-0.0419 / -0.0394" largest_force_ev_per_a=4.21 energy_ev=-6720.704
C -1.425 -0.028 -0.552
C 2.288 0.306 0.097
C -0.505 0.220 0.362
N -0.199 1.582 0.481
O -1.023 2.507 0.291
H -1.486 -0.994 -0.906
H -1.845 0.881 -1.014
H 1.895 1.286 0.276
H 1.702 -0.359 -0.524
H 0.171 -0.424 0.955